Entry 1:
Molecular formula: C16H32O32S8
Method: DFT, the ωB97M-V functional and the def2-TZVPD basis

Positions of all 88 atoms, in Å:
1 C 15.8477 9.9058 11.6124
2 O 11.8633 15.0164 15.1493
3 O 8.6900 10.8032 6.7535
4 O 7.0220 16.0553 11.2924
5 H 11.6368 7.8619 17.7268
6 S 8.5000 7.2695 10.7301
7 H 16.6732 10.4262 11.1843
8 C 10.6629 15.1763 14.3500
9 H 17.1185 13.2249 16.2819
10 O 7.8009 9.9046 14.0801
11 H 14.4718 14.4297 15.3582
12 O 8.6541 10.9517 12.0776
13 H 17.3980 8.8061 12.7493
14 O 15.9438 7.4591 12.0172
15 O 11.7436 12.5343 15.1971
16 O 8.4477 18.0743 11.3081
17 H 7.1257 7.0575 13.7929
18 H 15.7462 13.9585 17.0801
19 H 16.0187 14.7155 14.4090
20 H 11.1241 9.5712 12.3071
21 H 11.9382 11.0863 12.9269
22 H 6.4437 8.6521 12.3039
23 C 16.0207 13.3425 16.1935
24 C 15.4327 13.9922 14.9791
25 H 10.5412 16.1600 14.0328
26 O 8.6013 5.9843 10.0764
27 C 10.6821 9.9816 7.7527
28 H 10.9842 8.8202 19.0782
29 O 7.4650 8.2766 18.9848
30 H 11.6505 10.1998 7.5269
31 H 6.6186 14.6064 9.8003
32 H 10.5930 9.1223 8.3981
33 H 15.7685 8.8475 13.5098
34 H 10.2486 10.3319 5.6031
35 C 10.2313 9.3388 17.0172
36 O 8.5451 7.0482 12.2804
37 O 10.2396 11.1590 8.4477
38 C 9.5299 14.8333 15.3726
39 O 7.9371 10.5281 9.1029
40 O 8.4752 12.3000 14.0856
41 S 14.8105 7.8333 11.0019
42 H 8.7648 13.9620 10.8281
43 O 9.3229 8.3757 10.4020
44 C 7.1610 6.7742 12.7365
45 C 8.7341 14.8812 10.2569
46 O 9.3769 15.8534 11.1336
47 H 9.4415 8.9227 6.4008
48 C 10.7319 8.3779 18.1268
49 C 6.3108 7.6486 11.8996
50 O 8.2945 16.5180 13.2701
51 S 11.6414 13.7251 15.9741
52 H 9.3016 14.7787 9.3548
53 O 7.9101 7.4608 16.6539
54 C 10.0150 11.3926 11.6938
55 C 7.3565 15.3830 10.0499
56 O 14.2524 10.6184 14.7185
57 O 13.6123 8.2106 11.7419
58 S 15.3153 11.5252 14.8997
59 H 5.2485 7.4134 11.7885
60 H 10.7133 10.2792 17.0399
61 O 10.2126 10.5888 13.8747
62 O 16.6467 11.0792 14.5867
63 O 9.6818 7.4352 18.3422
64 O 14.8374 6.8732 9.9673
65 H 10.2729 8.9217 15.9931
66 O 15.0786 12.9361 14.1231
67 H 8.8014 14.1288 14.9117
68 O 15.3044 9.1675 10.4739
69 H 7.3248 16.2023 9.3669
70 C 9.8146 9.9311 6.5342
71 S 8.6942 11.3643 8.1809
72 S 8.2985 8.1160 17.8592
73 C 16.3314 8.7765 12.5863
74 H 10.6474 14.5111 13.4834
75 O 15.2794 12.1415 16.3354
76 H 7.0072 5.7192 12.5808
77 H 15.1527 10.5857 12.1546
78 H 10.1557 11.0574 10.6868
79 O 8.6020 12.8128 8.2314
80 C 10.9544 10.6079 12.6787
81 O 10.1891 14.0537 16.2762
82 S 8.2648 16.7559 11.8811
83 H 10.2329 12.4685 11.8110
84 O 12.4686 13.8362 17.1532
85 S 8.6341 10.9402 13.6221
86 O 6.9634 7.6972 10.5884
87 O 8.9067 9.5868 17.6027
88 H 9.1546 15.7629 15.8009

Properties
- Energy above the lowest of the compared OMol25 structures with the same formula, charge and spin: 180.3 kJ/mol
- Highest occupied orbital energy: -0.4022 Eh
- Orbital gap: 11.011 eV
- LUMO energy: 0.06 eV


Entry 2:
Molecular formula: C16H32O8
Method: DFT, the ωB97M-V functional and the def2-TZVPD basis

Positions of all 56 atoms, in Å:
1 C -3.2600 -4.1244 -0.7720
2 H 4.9466 -2.1512 -4.5001
3 C -2.6882 1.5183 1.2457
4 O 3.8529 4.6962 6.0134
5 H -2.4203 0.5564 1.6829
6 C -3.3156 1.4814 -1.0912
7 C 4.9604 6.7296 6.9645
8 C -5.5504 -3.5622 -0.4701
9 H 3.7244 -0.9304 -4.1820
10 C -6.4832 -2.6468 0.3128
11 C 3.5581 -5.7526 -6.6026
12 H 3.7117 3.0125 3.3260
13 C 2.9902 -2.1095 -5.7363
14 H 2.6015 -6.2593 -6.7299
15 H -1.1612 -4.6689 -0.4500
16 H -4.3616 3.0737 -1.9608
17 H -3.9925 1.8527 2.8939
18 C 3.2998 4.3577 4.8863
19 O -3.6746 1.5682 0.1770
20 H -1.7965 2.0680 0.9443
21 H -5.3518 1.6850 -1.8978
22 O 3.7244 -4.6728 -4.5147
23 H -6.8592 -1.8701 -0.3531
24 H 4.7350 -0.9690 -5.7642
25 H -3.9824 1.6049 -3.0247
26 C -3.1789 2.3614 2.3769
27 O -4.3339 -3.6253 0.1200
28 C -1.9558 -4.1134 0.0482
29 H -3.3844 3.3823 2.0552
30 H 2.8935 6.0134 7.2776
31 H 4.2843 -6.3837 -6.0903
32 H 5.7280 6.6924 6.1915
33 O 2.5578 4.9723 4.1469
34 C 3.6704 5.9904 6.5133
35 H 2.4632 -1.3610 -6.3281
36 O -2.2290 1.0360 -1.5338
37 O 3.1085 -3.4395 -6.3808
38 C 3.5530 -4.5031 -5.6859
39 H 4.7176 7.7869 7.0701
40 H -1.4913 -3.1359 0.1783
41 H -3.2367 -3.6644 -1.7599
42 H -3.4111 -5.1841 -0.9774
43 H 5.4211 6.4634 7.9158
44 H 4.9722 2.9840 4.5540
45 H 2.2189 -2.3221 -4.9961
46 H -5.9981 -2.2007 1.1810
47 H 3.2320 6.7071 5.8189
48 H 3.8508 -5.2204 -7.5077
49 H -2.4106 2.6183 3.1062
50 H -2.2291 -4.6316 0.9674
51 H -7.2519 -3.3160 0.6994
52 H 3.3616 2.1776 4.8519
53 C 3.8935 3.0153 4.4008
54 C -4.3181 1.9892 -2.0615
55 C 4.2087 -1.5030 -4.9730
56 O -5.9128 -4.0732 -1.5764

Properties
- Energy above the lowest of the compared OMol25 structures with the same formula, charge and spin: 127.0 kJ/mol
- Highest occupied orbital energy: -0.3668 Eh
- Orbital gap: 10.580 eV
- LUMO energy: 0.60 eV
- SMILES string: CCOC(C)=O.CCOC(C)=O.CCOC(C)=O.CCOC(C)=O